No. 1
The following is a quantum chemistry calculation of a molecular structure, C13H11HfN8S3Sb, from the Open Molecules 2025 dataset.

Structure (XYZ):
```
37
Properties=species:S:1:pos:R:3:forces:R:3
H 0.442 3.013 -0.397 -0.04 0.01 -0.02
C 0.747 -1.363 -1.835 0.03 0.07 0.00
H 1.782 -1.253 -2.156 0.00 -0.05 0.01
C -2.201 -0.682 -1.337 0.06 0.18 -0.03
H -3.103 -0.108 -1.127 0.01 -0.01 0.00
C -1.947 -3.281 1.095 0.02 -0.32 -0.02
C 0.223 -0.047 -1.390 -0.04 -0.03 -0.05
C -2.429 -1.565 3.176 0.01 -0.10 0.09
H -2.609 0.024 1.748 0.01 0.01 -0.04
N -2.093 -1.815 -0.492 0.03 -0.11 0.03
Hf 3.075 1.560 -0.827 0.08 0.01 0.35
H 0.700 -2.088 -1.022 0.03 -0.01 -0.01
N 0.964 1.027 -1.116 -0.02 0.11 0.03
H 0.165 -1.768 -2.662 -0.01 0.00 0.00
N -1.814 -3.034 -1.046 -0.10 -0.10 0.00
S 4.999 0.272 -1.400 -0.11 0.12 -0.14
S 5.288 -1.701 1.665 -0.09 0.08 -0.07
C -2.175 -1.933 0.869 -0.07 0.32 0.02
H -2.622 -0.915 4.019 0.00 0.00 0.01
H -2.112 1.999 -0.485 0.01 0.04 0.01
H -2.228 -1.036 -2.365 -0.04 -0.05 0.02
H -2.223 -3.301 4.436 0.00 0.00 0.01
S 3.341 1.461 1.527 -0.04 0.20 -0.11
C -1.163 1.551 -0.720 -0.01 -0.11 -0.05
H -1.789 -4.869 2.557 0.01 -0.01 -0.02
N 2.941 5.894 -1.523 0.21 0.15 -0.12
C 3.017 4.690 -1.463 -0.04 -0.10 0.08
N -1.067 0.245 -1.170 0.01 -0.01 0.03
C -1.958 -3.815 2.388 -0.01 0.02 -0.03
N 3.200 3.501 -1.399 -0.13 0.00 -0.07
N -1.741 -3.905 -0.127 0.10 0.15 0.03
C 0.094 2.035 -0.688 -0.02 -0.13 -0.05
Sb 5.562 0.563 0.982 0.26 -0.29 0.14
C 2.056 6.871 -1.527 -0.08 -0.13 0.08
C -2.422 -1.029 1.909 0.01 -0.10 -0.04
N 1.303 7.741 -1.515 -0.01 0.05 -0.03
C -2.200 -2.940 3.418 -0.03 0.16 -0.04
```
Forces are in eV/Å.

Values from the calculation:
net charge: +1
HOMO level (alpha / beta): -11.990 / -11.990 eV
HOMO-LUMO gap (alpha / beta): 8.1 / 6.2 eV
spin multiplicity: 2

No. 2
The following is a quantum chemistry calculation of a molecular structure, C13H11N2O4S4SbTi, from the Open Molecules 2025 dataset.

Structure (XYZ):
```
36
Properties=species:S:1:pos:R:3:forces:R:3
C -4.736 -0.106 -0.150 0.23 0.16 0.10
H 0.340 -2.755 -3.125 0.01 0.01 0.02
C 2.214 -2.151 -3.996 0.04 0.02 -0.04
H 0.694 -2.185 -0.197 0.02 -0.10 0.16
C -4.137 0.858 0.651 -0.10 -0.13 -0.13
H 2.056 -2.711 -4.909 0.01 -0.01 0.01
H -2.318 1.727 1.313 0.09 -0.03 0.00
C 1.247 -2.177 -3.005 -0.13 -0.02 0.08
H -4.279 -1.720 -1.532 0.03 0.01 -0.02
H -6.316 -1.724 -1.518 0.02 0.01 0.00
S -0.177 0.023 2.578 0.05 0.49 -0.74
C -3.902 -0.938 -0.887 -0.14 0.02 0.04
H 4.447 -0.095 -2.484 0.02 0.00 -0.02
C -6.248 -0.152 -0.151 -0.07 -0.09 0.00
H -4.750 1.522 1.243 0.02 0.02 0.00
H 4.136 -1.404 -4.587 -0.02 0.01 -0.01
C 3.560 -0.690 -2.654 -0.10 -0.02 0.00
C 1.446 -1.457 -1.840 0.20 -0.05 -0.22
Sb 0.320 2.526 2.523 0.14 0.64 0.68
O 0.420 -1.537 -0.858 -0.14 0.46 -0.07
O 3.889 0.744 -0.281 -0.13 -0.06 0.12
C 2.856 0.156 -0.426 0.51 -0.14 -0.53
H -1.876 -1.421 -1.358 0.04 0.02 0.04
O 1.848 0.182 0.429 2.32 -0.43 -0.22
N -1.953 0.153 -0.022 -1.25 -0.35 -0.44
S -1.607 3.442 3.247 0.25 -0.17 -0.17
O -6.884 0.613 0.539 0.04 -0.01 -0.04
H -7.833 -1.124 -0.957 -0.01 0.01 0.01
S 0.094 2.599 -0.013 0.02 -0.62 0.43
N -6.829 -1.080 -0.949 -0.02 -0.01 -0.01
C -2.535 -0.777 -0.792 0.08 -0.09 -0.12
Ti 0.103 0.399 0.389 -1.21 0.49 1.13
C -2.762 0.963 0.686 -0.16 0.09 0.04
C 3.376 -1.414 -3.818 0.03 0.00 -0.01
C 2.596 -0.694 -1.651 -0.14 0.07 0.24
S 2.413 2.943 3.208 -0.54 -0.20 -0.29
```
Forces are in eV/Å.

Values from the calculation:
net charge: 0
HOMO level: -8.032 eV
HOMO-LUMO gap: 6.4 eV

No. 3
The following is a quantum chemistry calculation of C13H11N5O5 in the gas phase, from the Open Molecules 2025 dataset.

Structure (XYZ):
```
34
Properties=species:S:1:pos:R:3:forces:R:3
C 1.303 -0.778 -3.577 -0.42 -0.68 0.19
H -0.723 1.159 3.606 -0.22 0.03 0.04
N 1.349 -0.347 5.073 -0.09 -0.13 0.36
C -0.500 -1.259 -2.424 0.92 0.79 -0.63
H 2.763 -1.604 -4.866 0.02 -0.02 -0.03
H 3.345 -0.069 2.917 0.21 -0.08 -0.03
O 2.371 -0.915 5.398 0.23 -0.13 0.06
C -2.522 -1.540 -0.989 0.10 -0.13 0.03
C 0.262 0.965 3.233 0.29 -0.36 0.57
H -0.323 3.106 1.439 0.03 -0.12 -0.10
H 2.477 0.139 -5.078 0.04 0.00 -0.09
H -4.359 0.463 0.110 -0.22 -0.10 -0.05
H 3.391 -0.443 -3.688 0.07 0.01 -0.01
O -1.113 0.222 -0.018 0.29 -0.11 0.30
N 0.697 1.383 2.040 -0.09 -0.21 0.63
H -1.629 -2.919 -2.142 -0.09 0.21 0.12
C 2.559 -0.669 -4.354 -0.07 0.19 0.15
C -3.300 0.596 0.185 0.44 -0.69 -0.42
C -0.044 2.124 1.046 -0.32 -0.07 -0.51
C 1.322 0.276 3.807 -0.18 0.74 -1.35
C -2.339 -0.255 -0.303 -1.11 0.54 0.50
C 2.359 0.341 2.852 -0.33 -0.10 0.48
N 1.954 1.011 1.800 0.73 0.05 -0.65
C -1.274 1.387 0.627 -0.45 0.53 0.27
H -3.030 2.527 1.258 -0.02 0.23 0.11
N -0.429 0.049 -2.483 -1.12 -0.33 0.33
O 0.345 -0.269 5.755 -0.24 -0.01 0.20
H 0.630 2.245 0.193 -0.06 0.05 0.18
O -3.503 -2.234 -0.822 -0.06 0.19 0.04
C -2.604 1.667 0.783 0.66 -0.01 -0.05
O 0.690 0.351 -3.188 0.82 -0.13 -0.49
N -1.508 -1.969 -1.811 -0.05 -0.51 -0.03
H 0.794 -2.890 -3.255 0.12 -0.24 -0.06
C 0.589 -1.849 -3.124 0.16 0.59 -0.09
```
Forces are in eV/Å.

Values from the calculation:
net charge: 0
structure (SMILES): Cc1cc(NC(=O)c2ccc(Cn3cc([N+](=O)[O-])cn3)o2)no1
HOMO level: -9.258 eV
HOMO-LUMO gap: 9.1 eV
relative energy (zero: lowest compared OMol25 entry of this formula, charge and spin): 0.0 kcal per mole

No. 4
The following is a quantum chemistry calculation of a molecular structure, C13H12F3FeNO5, from the Open Molecules 2025 dataset.

Structure (XYZ):
```
35
Properties=species:S:1:pos:R:3:forces:R:3
C 1.382 0.248 -2.312 -0.45 -0.65 -1.28
H -1.616 -3.468 0.111 0.21 0.12 0.63
H 1.875 -1.719 -1.397 0.33 0.75 -0.33
H 2.080 0.247 -3.152 -0.18 -0.38 0.23
H -0.077 1.559 -3.453 0.51 -0.27 0.51
H -0.245 1.265 0.872 -0.09 -0.12 -0.80
C -0.513 -2.257 3.976 -0.06 -0.23 0.37
C 2.412 2.225 0.266 4.21 -0.73 3.63
H -3.018 0.981 -0.261 -0.10 0.06 -0.13
H 1.046 -0.809 0.720 0.23 0.11 -0.19
N -0.086 -3.228 1.629 -0.28 -1.65 -1.07
H -3.614 2.538 -0.939 0.04 -0.19 0.03
C 0.235 1.118 -2.493 -1.60 -0.85 -0.06
C 2.665 2.928 -2.176 4.11 1.86 -2.47
H -3.283 1.169 -2.043 -0.16 -0.09 0.20
O 3.281 2.190 1.048 -2.47 0.14 -1.67
C -0.419 -2.205 2.372 -1.80 5.62 2.36
C 0.741 3.854 -0.691 -0.22 5.54 1.75
H -0.209 -4.523 -0.009 -0.19 0.16 0.52
F -1.849 -2.270 4.282 1.28 -0.16 -0.24
C -2.983 1.667 -1.115 0.77 -0.31 -0.12
C 0.526 -0.532 -0.201 -0.74 1.18 1.56
C -0.538 1.388 -1.319 0.37 0.06 0.85
F 0.072 -3.337 4.519 -0.33 0.34 -0.10
C 1.363 -0.750 -1.346 0.76 -0.14 -1.29
H -1.459 -4.870 1.211 0.41 0.65 0.19
F 0.019 -1.149 4.571 -0.54 -1.49 -1.01
O 3.647 3.462 -2.484 -1.34 -0.67 0.48
O -1.664 2.193 -1.286 0.83 0.59 -0.49
C 0.142 0.966 -0.119 -2.12 -1.74 0.91
Fe 1.379 2.310 -1.138 -2.15 -1.15 -0.75
O -0.672 -0.988 2.110 0.36 -3.66 -0.31
O 0.688 4.970 -0.343 -0.46 -2.81 -0.88
H -0.412 -1.122 -0.124 0.39 -0.04 -0.52
C -0.895 -4.050 0.716 0.46 0.16 -0.50
```
Forces are in eV/Å.

Values from the calculation:
net charge: 0
HOMO level (alpha / beta): -5.599 / -8.605 eV
HOMO-LUMO gap (alpha / beta): 5.7 / 5.8 eV
relative energy (zero: lowest compared OMol25 entry of this formula, charge and spin): 1.4 kcal per mole
spin multiplicity: 5

No. 5
The following is a quantum chemistry calculation of C13H12O2 in the gas phase, from the Open Molecules 2025 dataset.

Structure (XYZ):
```
27
Properties=species:S:1:pos:R:3:forces:R:3
C -0.573 2.114 -0.053 3.75 -1.46 0.57
O -0.730 -2.821 -0.254 1.50 0.61 -0.49
C -0.398 -0.412 -0.154 -2.06 3.28 -0.97
C 1.657 -1.157 0.840 0.41 -0.99 0.71
C -3.275 -0.659 0.751 0.35 0.12 2.49
H 5.012 -0.419 0.323 -2.08 -0.55 0.25
C -1.108 -1.678 -0.149 0.16 -1.43 0.47
H -1.158 2.622 0.647 -0.43 0.97 1.68
H 3.277 -1.907 1.925 0.46 0.88 -1.53
C 3.308 0.254 -0.785 -0.09 0.06 -1.68
C 3.861 -0.492 0.250 2.55 0.41 -0.07
O -2.403 -1.613 0.086 -2.99 1.20 0.20
H 0.568 2.190 0.013 -1.80 -0.20 0.66
H -0.796 2.583 -0.920 -0.45 1.93 -2.94
H -4.045 -1.335 1.097 -0.50 0.09 -0.08
C -3.733 0.646 0.235 1.98 -0.79 -0.15
H -2.654 2.100 -1.040 -0.24 -0.49 0.11
C 1.953 0.296 -1.023 -1.62 -1.22 0.45
C -2.597 1.072 -0.658 -0.86 -1.64 -0.18
H -2.825 0.329 -1.482 -0.03 0.66 0.16
C 3.028 -1.265 1.023 0.14 -0.30 1.79
C 1.061 -0.385 -0.109 1.22 0.62 -0.91
H 3.918 0.655 -1.618 0.00 -0.05 0.98
H 1.574 0.600 -2.012 0.09 0.43 0.76
H 1.089 -1.825 1.465 -0.54 0.17 0.12
H -2.850 -0.267 1.832 -0.55 -0.49 -2.22
C -1.159 0.776 -0.231 1.61 -1.83 -0.15
```
Forces are in eV/Å.

Values from the calculation:
net charge: 0
HOMO level: -8.876 eV
HOMO-LUMO gap: 8.4 eV
relative energy (zero: lowest compared OMol25 entry of this formula, charge and spin): 128.1 kcal per mole

No. 6
The following is a quantum chemistry calculation of a molecular structure, C13H13BrSi, from the Open Molecules 2025 dataset.

Structure (XYZ):
```
28
Properties=species:S:1:pos:R:3:forces:R:3
Br 0.277 -2.961 -0.366 -0.12 0.32 -0.09
C -2.406 1.664 -0.393 0.08 0.76 1.31
H 4.136 1.250 1.131 -0.48 -0.59 0.93
H -0.352 1.328 0.521 -0.08 1.18 -0.07
C -2.309 -1.132 -0.544 0.44 -1.73 0.62
H 1.890 -0.244 1.794 0.54 -0.08 2.64
C -1.266 0.969 0.085 -0.27 0.28 -1.27
H 0.887 -0.420 -2.060 0.03 0.19 -1.47
Si -0.152 -1.575 2.281 -0.27 1.86 -1.38
C 1.289 -0.308 -0.082 1.59 -0.11 -0.38
C 3.573 1.277 -0.787 -2.24 -1.42 0.28
C -1.192 -0.392 -0.115 -0.66 -1.67 0.08
H -4.361 -0.939 -0.917 -1.92 -1.53 -0.49
H -0.651 -0.233 2.814 0.89 -0.51 0.24
C 3.363 0.839 0.487 -0.17 0.15 1.49
H -2.612 2.780 -0.415 1.09 -1.42 0.34
H -2.374 -2.268 -0.585 0.67 1.72 -0.03
C -3.472 -0.472 -0.716 -0.18 2.13 -0.14
C 0.051 -1.084 0.370 0.21 -0.53 -0.19
H -4.367 1.547 -0.788 -1.45 -0.18 -0.50
C 1.638 0.004 -1.435 -1.65 -0.18 1.77
C 2.676 0.859 -1.733 -0.71 -0.50 -3.39
H 1.160 -2.173 2.456 0.33 -0.03 0.84
H 4.288 1.931 -1.131 1.94 1.28 -0.01
H -1.237 -2.422 2.741 -0.27 -0.61 -0.43
C 2.199 0.071 0.869 1.64 1.54 -2.32
C -3.533 0.916 -0.664 1.50 0.37 -0.03
H 2.856 1.189 -2.818 -0.47 -0.66 1.66
```
Forces are in eV/Å.

Values from the calculation:
net charge: 0
HOMO level: -8.857 eV
HOMO-LUMO gap: 9.4 eV
relative energy (zero: lowest compared OMol25 entry of this formula, charge and spin): 13.1 kcal per mole

The following molar mass values (in g/mol) correspond, in order, to the records above: 675.7; 557.1; 317.3; 375.1; 200.2; 277.2.
The following max |F| values (in eV/A) correspond, in order, to the records above: 0.41; 2.37; 1.55; 6.35; 4.07; 3.50.